[1]
Molecular formula: C36H70N6O17P3S3
Method: DFT, ωB97M-V/def2-TZVPD

Properties
ΔE to the lowest compared entry with this formula, charge and spin ... 0.0 kJ/mol
Electronic energy ... -142573.911 eV
Total charge ... +1
M ... 1048.10 Da
Spin multiplicity ... 1
Gap between HOMO and LUMO ... 0.2051 Ha
HOMO energy ... -10.5 eV
Maximum force ... 0.1713 Eh/bohr

Each line ends with the Löwdin charge.
CARTESIAN COORDINATES (ANGSTROEM)
C: 6.242 2.453 5.738  0.02
C: 5.237 1.244 5.679  -0.47
O: 4.414 1.182 6.566  0.08
O: 5.328 0.271 4.675  -0.02
C: 4.042 -0.373 4.559  -0.20
C: 3.898 -1.252 3.256  -0.10
C: 2.597 -2.154 3.455  -0.15
N: 1.400 -1.578 2.707  -0.02
C: 1.370 -2.355 1.420  -0.18
C: 0.207 -1.923 0.457  -0.21
C: 0.422 -0.502 -0.206  -0.51
S: 0.880 -0.582 -1.990  0.87
C: 1.211 1.152 -2.398  -0.97
S: 0.205 2.308 -1.744  0.69
N: 2.296 1.588 -3.218  -0.16
C: 2.296 2.856 -3.782  -0.12
C: 3.513 3.057 -4.558  -0.07
N: 4.180 1.815 -4.385  0.02
C: 3.507 0.960 -3.598  -0.13
C: 0.243 -1.906 3.491  -0.24
N: -0.340 -3.238 3.505  0.05
N: 0.370 -4.056 4.473  0.03
C: -0.079 -3.848 5.623  -0.65
S: -0.369 -3.122 7.028  0.80
N: -0.326 -0.993 4.233  0.18
C: 0.122 0.405 4.391  0.02
C: -0.401 1.383 3.277  -0.35
O: 0.098 1.419 2.186  0.15
O: -1.456 2.295 3.527  0.06
C: -0.858 3.595 3.373  -0.42
C: -0.884 4.367 1.995  0.02
O: -0.329 4.155 4.288  0.15
H: 5.701 3.437 5.782  0.10
H: 6.767 2.357 6.733  0.10
H: 6.958 2.390 4.877  0.09
H: 3.268 0.441 4.488  0.12
H: 3.887 -1.030 5.463  0.14
H: 3.861 -0.653 2.310  0.13
H: 4.802 -1.921 3.225  0.13
H: 2.877 -3.162 3.025  0.13
H: 2.373 -2.346 4.539  0.12
H: 2.339 -2.228 0.861  0.15
H: 1.250 -3.465 1.597  0.12
H: -0.797 -1.899 0.980  0.11
H: 0.084 -2.673 -0.379  0.11
H: 1.300 -0.020 0.318  0.08
H: -0.467 0.145 -0.003  0.05
H: 1.557 3.680 -3.760  0.10
H: 3.794 3.965 -5.125  0.11
H: 3.807 -0.064 -3.301  0.12
H: -1.316 -3.213 3.823  0.13
H: -1.150 -1.273 4.776  0.15
H: 1.225 0.539 4.486  0.13
H: -0.320 0.770 5.365  0.14
H: 0.128 4.348 1.500  0.10
H: -1.648 3.850 1.358  0.09
H: -1.154 5.448 2.137  0.10
O: -2.758 -4.907 -1.660  -0.24
P: -3.166 -6.347 -1.889  0.66
O: -4.726 -6.251 -1.362  -0.22
C: -5.674 -5.550 -2.157  -0.29
C: -5.947 -6.257 -3.472  -0.08
O: -2.475 -6.983 -0.526  -0.21
C: -1.483 -6.250 0.179  -0.30
C: -2.104 -5.346 1.230  -0.08
O: -3.449 -7.954 -2.355  -0.19
C: -3.005 -8.341 -3.660  -0.29
C: -1.570 -7.944 -3.943  -0.08
H: -5.332 -4.525 -2.331  0.11
H: -6.596 -5.497 -1.577  0.12
H: -5.089 -6.159 -4.145  0.06
H: -6.812 -5.819 -3.974  0.08
H: -6.131 -7.320 -3.316  0.09
H: -0.855 -5.690 -0.516  0.10
H: -0.829 -6.975 0.670  0.12
H: -2.972 -4.804 0.857  0.07
H: -1.370 -4.620 1.592  0.04
H: -2.454 -5.937 2.081  0.08
H: -3.671 -7.910 -4.412  0.10
H: -3.105 -9.426 -3.724  0.13
H: -1.439 -6.854 -3.914  0.07
H: -1.269 -8.289 -4.934  0.09
H: -0.895 -8.373 -3.200  0.09
O: -5.274 1.355 5.980  -0.22
P: -5.153 0.363 7.115  0.65
O: -6.099 1.128 8.224  -0.21
C: -7.506 1.160 8.017  -0.29
C: -8.130 -0.218 8.134  -0.08
O: -3.667 0.846 7.664  -0.22
C: -2.818 1.640 6.839  -0.31
C: -3.075 3.123 7.030  -0.05
O: -4.991 -0.946 8.190  -0.19
C: -5.182 -2.254 7.647  -0.29
C: -4.384 -2.478 6.378  -0.09
H: -7.731 1.606 7.044  0.11
H: -7.924 1.813 8.785  0.12
H: -7.867 -0.833 7.267  0.06
H: -9.219 -0.148 8.172  0.08
H: -7.780 -0.734 9.029  0.09
H: -2.919 1.345 5.791  0.08
H: -1.785 1.415 7.127  0.11
H: -4.137 3.363 7.046  0.08
H: -2.599 3.700 6.233  0.07
H: -2.669 3.457 7.988  0.08
H: -6.245 -2.422 7.459  0.10
H: -4.872 -2.970 8.409  0.13
H: -4.690 -1.789 5.581  0.07
H: -4.528 -3.497 6.011  0.09
H: -3.319 -2.314 6.560  0.04
O: 3.968 5.920 -11.520  -0.22
P: 4.605 5.779 -10.156  0.65
O: 3.290 5.225 -9.324  -0.22
C: 2.833 3.904 -9.573  -0.30
C: 3.827 2.860 -9.099  -0.08
O: 4.532 7.370 -9.718  -0.22
C: 4.330 8.381 -10.704  -0.30
C: 2.853 8.651 -10.932  -0.08
O: 5.546 5.557 -8.757  -0.20
C: 6.802 4.890 -8.919  -0.30
C: 7.639 5.463 -10.047  -0.08
H: 2.614 3.776 -10.638  0.11
H: 1.896 3.785 -9.026  0.12
H: 4.703 2.839 -9.756  0.06
H: 3.379 1.864 -9.114  0.08
H: 4.173 3.076 -8.087  0.07
H: 4.840 8.118 -11.631  0.10
H: 4.808 9.292 -10.336  0.11
H: 2.269 7.734 -11.014  0.07
H: 2.707 9.238 -11.842  0.08
H: 2.434 9.208 -10.091  0.07
H: 6.628 3.823 -9.083  0.10
H: 7.342 4.989 -7.975  0.12
H: 7.138 5.355 -11.017  0.07
H: 8.598 4.944 -10.108  0.08
H: 7.823 6.527 -9.891  0.09

***

[2]
Molecular formula: ClH10O5
Method: DFT, ωB97M-V/def2-TZVPD

Properties
ΔE to the lowest compared entry with this formula, charge and spin ... 0.0 kJ/mol
Electronic energy ... -22926.049 eV
Total charge ... -1
M ... 125.53 Da
Spin multiplicity ... 1
Gap between HOMO and LUMO ... 0.3682 Ha
HOMO energy ... -6.2 eV
Maximum force ... 0.0035 Eh/bohr

Each line ends with the Löwdin charge.
CARTESIAN COORDINATES (ANGSTROEM)
Cl: -0.324 0.826 0.505  -0.03
O: 2.258 1.154 2.411  -0.12
H: 2.949 0.725 1.898  0.02
H: 1.502 1.169 1.797  -0.11
O: -0.876 -1.620 -1.873  -0.09
H: -1.499 -1.072 -2.356  0.02
H: -0.708 -1.109 -1.069  -0.06
O: -3.434 0.171 -0.004  -0.13
H: -2.488 0.372 0.111  -0.12
H: -3.711 -0.119 0.868  0.01
O: 1.382 -1.851 1.132  -0.11
H: 1.602 -1.852 2.068  0.01
H: 0.775 -1.096 1.043  -0.10
O: 1.227 1.402 -2.329  -0.12
H: 0.435 1.729 -2.764  0.01
H: 0.912 1.171 -1.439  -0.09

***

[3]
Molecular formula: C12H17N
Method: DFT, ωB97M-V/def2-TZVPD

Properties
ΔE to the lowest compared entry with this formula, charge and spin ... 50.2 kJ/mol
Electronic energy ... -14209.817 eV
Total charge ... 0
M ... 175.28 Da
Spin multiplicity ... 1
Gap between HOMO and LUMO ... 0.3189 Ha
HOMO energy ... -7.8 eV
SMILES string ... CCc1c[nH]c2ccccc12.CC
Maximum force ... 0.0310 Eh/bohr

Each line ends with the Löwdin charge.
CARTESIAN COORDINATES (ANGSTROEM)
C: 2.834 -0.962 1.800  -0.09
C: 1.595 -0.072 1.565  -0.20
C: 0.613 -0.753 0.661  -0.23
C: -0.345 -1.673 0.969  -0.07
N: -1.009 -2.073 -0.166  0.08
C: -0.549 -1.353 -1.248  -0.21
C: -0.881 -1.419 -2.600  -0.02
C: -0.226 -0.532 -3.434  -0.10
C: 0.824 0.280 -2.963  -0.10
C: 1.202 0.298 -1.640  -0.02
C: 0.487 -0.535 -0.756  -0.14
H: 2.724 -1.623 2.656  0.07
H: 3.737 -0.386 2.018  0.07
H: 2.986 -1.579 0.922  0.07
H: 1.072 0.027 2.527  0.11
H: 1.834 0.944 1.267  0.10
H: -0.685 -2.005 1.940  0.13
H: -1.725 -2.775 -0.203  0.15
H: -1.559 -2.188 -2.953  0.11
H: -0.374 -0.560 -4.504  0.10
H: 1.406 0.781 -3.729  0.10
H: 2.044 0.829 -1.206  0.11
C: -1.434 1.828 1.554  -0.15
C: -2.590 2.446 0.749  -0.16
H: -0.506 2.293 1.226  0.06
H: -1.531 2.006 2.622  0.06
H: -1.357 0.771 1.318  0.04
H: -2.266 3.412 0.341  0.06
H: -2.884 1.868 -0.119  0.06
H: -3.436 2.708 1.385  0.06

***

[4]
Molecular formula: C24H30FN5O5RhSSbSe4
Method: DFT, ωB97M-V/def2-TZVPD

Properties
Electronic energy ... -327548.391 eV
Total charge ... 0
M ... 1060.11 Da
Spin multiplicity ... 1
Gap between HOMO and LUMO ... 0.2254 Ha
HOMO energy ... -6.5 eV
Maximum force ... 0.0149 Eh/bohr

Each line ends with the Löwdin charge.
CARTESIAN COORDINATES (ANGSTROEM)
Rh: -0.202 0.177 0.402  0.58
C: 1.958 7.565 -1.319  -0.06
C: 1.749 6.404 -2.279  -0.18
N: 1.083 5.264 -1.646  -0.02
C: 1.823 4.201 -1.276  0.05
C: 1.319 3.028 -0.796  -0.01
C: 2.287 1.921 -0.441  -0.60
O: 3.455 2.049 -0.839  -0.01
O: 1.835 0.962 0.244  -0.09
C: -0.091 2.895 -0.753  -0.29
O: -0.726 1.799 -0.714  -0.34
C: -0.858 4.110 -0.864  -0.08
C: -2.208 4.144 -0.494  0.06
C: -2.966 5.227 -0.811  -0.21
F: -4.234 5.274 -0.356  0.06
C: -2.490 6.251 -1.665  -0.14
C: -1.116 6.299 -1.848  0.03
C: -0.285 5.253 -1.428  -0.13
N: -3.354 7.139 -2.345  -0.05
C: -2.832 7.623 -3.625  -0.15
C: -2.618 6.464 -4.592  -0.12
N: -3.821 5.566 -4.706  0.02
C: -4.658 5.391 -3.465  -0.12
C: -4.714 6.652 -2.629  -0.13
H: 2.439 8.397 -1.835  0.08
H: 2.598 7.261 -0.490  0.08
H: 1.013 7.916 -0.905  0.07
H: 2.703 6.041 -2.655  0.12
H: 1.166 6.702 -3.150  0.12
H: 2.894 4.279 -1.413  0.15
H: -2.649 3.310 0.040  0.09
H: -0.686 7.123 -2.393  0.10
H: -1.896 8.164 -3.505  0.12
H: -3.551 8.344 -4.014  0.12
H: -1.824 5.810 -4.234  0.06
H: -2.364 6.801 -5.596  0.13
H: -3.420 4.596 -4.878  -0.01
H: -4.406 5.854 -5.485  0.17
H: -4.202 4.565 -2.917  0.04
H: -5.641 5.046 -3.779  0.14
H: -5.265 6.447 -1.720  0.12
H: -5.234 7.461 -3.146  0.13
Se: -4.985 1.871 -1.955  -0.21
Sb: -2.850 1.129 -2.733  0.29
Se: -2.516 -0.455 0.209  0.05
Se: -1.951 0.958 1.934  0.14
Se: -1.949 2.904 -4.246  -0.15
C: 0.526 -3.252 3.431  -0.24
S: -0.671 -2.327 2.479  0.84
C: -1.095 -3.639 1.329  -0.26
O: 0.235 -1.366 1.735  -0.70
H: -0.006 -3.991 4.028  0.06
H: 1.031 -2.541 4.081  0.06
H: 1.242 -3.726 2.761  0.06
H: -1.387 -4.518 1.904  0.06
H: -0.224 -3.848 0.707  0.06
H: -1.919 -3.283 0.719  0.00
N: 5.070 0.487 -2.866  0.19
C: 4.652 -0.795 -2.931  -0.51
O: 5.312 -1.730 -3.344  0.06
C: 3.249 -0.977 -2.418  -0.13
C: 3.016 -1.852 -1.371  0.02
C: 1.759 -1.874 -0.803  -0.12
N: 0.735 -1.147 -1.259  0.00
C: 0.946 -0.385 -2.339  -0.12
C: 2.185 -0.253 -2.934  0.01
H: 6.030 0.670 -3.108  0.11
H: 4.564 1.146 -2.277  0.07
H: 3.820 -2.448 -0.963  0.13
H: 1.562 -2.463 0.081  0.09
H: 0.093 0.175 -2.704  0.07
H: 2.318 0.431 -3.761  0.13

***

[5]
Molecular formula: C4H2N2O3
Method: DFT, ωB97M-V/def2-TZVPD

Properties
ΔE to the lowest compared entry with this formula, charge and spin ... 793.6 kJ/mol
Electronic energy ... -13293.135 eV
Total charge ... 0
M ... 126.07 Da
Spin multiplicity ... 1
Gap between HOMO and LUMO ... 0.2855 Ha
HOMO energy ... -9.7 eV
Maximum force ... 0.1371 Eh/bohr

Each line ends with the Löwdin charge.
CARTESIAN COORDINATES (ANGSTROEM)
C: -1.390 -0.399 -0.063  -0.43
C: 0.453 0.680 -0.292  -0.16
C: 1.831 -0.009 0.014  -0.22
C: -0.091 -0.691 -0.499  -0.03
H: -3.036 -0.432 1.691  0.31
H: -2.319 -1.997 -0.062  0.22
N: -2.689 -0.747 0.114  0.05
N: -0.305 1.662 -0.066  0.14
O: -1.502 1.030 0.070  -0.06
O: 3.018 0.125 0.320  0.13
O: 1.171 -1.339 -0.005  0.03

***

[6]
Molecular formula: C3H7N3O
Method: DFT, ωB97M-V/def2-TZVPD

Properties
ΔE to the lowest compared entry with this formula, charge and spin ... 382.5 kJ/mol
Electronic energy ... -9739.069 eV
Total charge ... 0
M ... 101.11 Da
Spin multiplicity ... 1
Gap between HOMO and LUMO ... 0.3299 Ha
HOMO energy ... -8.3 eV
SMILES string ... C=C(/N=C\N)NO
Maximum force ... 0.0353 Eh/bohr

Each line ends with the Löwdin charge.
CARTESIAN COORDINATES (ANGSTROEM)
C: -1.325 -0.033 0.550  -0.06
C: -0.230 0.771 0.157  -0.41
N: 1.117 0.634 0.394  0.10
C: 1.739 -0.480 0.378  -0.26
N: 1.264 -1.711 0.060  0.12
N: -0.572 1.742 -0.710  -0.05
O: -1.844 1.640 -1.198  -0.14
H: -2.144 0.484 1.044  0.07
H: -1.101 -0.949 1.080  0.04
H: 2.798 -0.463 0.624  0.12
H: 0.329 -1.824 -0.299  0.09
H: 1.892 -2.491 -0.018  0.10
H: 0.126 2.116 -1.342  0.15
H: -2.047 0.565 -0.721  0.13

***

[7]
Molecular formula: C67H64N8O8TeW
Method: DFT, ωB97M-V/def2-TZVPD

Properties
ΔE to the lowest compared entry with this formula, charge and spin ... 163.5 kJ/mol
Electronic energy ... -107934.486 eV
Total charge ... -1
M ... 1420.74 Da
Spin multiplicity ... 4
Gap between HOMO and LUMO (alpha / beta) ... 0.1969 / 0.2124 Ha
HOMO energy (alpha / beta) ... -3.5 / -4.1 eV
<S²> ... 3.8383
Maximum force ... 0.0623 Eh/bohr

Each line ends with the Mulliken spin population.
CARTESIAN COORDINATES (ANGSTROEM)
W: 0.803 0.204 -0.963  0.57
O: -0.699 3.408 1.280  0.00
C: -0.329 3.149 2.546  0.00
C: -0.614 4.117 3.504  0.00
C: -0.291 3.916 4.831  0.00
C: 0.369 2.760 5.206  0.00
C: 0.677 1.800 4.255  0.00
C: 0.300 1.949 2.926  0.01
C: 0.462 0.871 1.884  0.06
O: 0.802 1.359 0.636  -0.02
N: 2.729 0.020 1.547  -0.01
N: 2.768 -0.106 0.160  -0.03
C: 3.999 -0.368 -0.282  0.03
C: 4.343 -0.694 -1.614  -0.01
C: 5.549 -1.367 -1.873  0.01
C: 5.842 -1.836 -3.130  0.00
C: 4.946 -1.617 -4.171  0.02
C: 3.774 -0.916 -3.963  0.00
C: 3.438 -0.435 -2.690  0.04
O: 2.359 0.269 -2.471  0.03
H: -0.355 2.700 0.684  0.01
H: -1.100 5.018 3.168  0.00
H: -0.553 4.659 5.569  0.00
H: 0.634 2.597 6.243  0.00
H: 1.216 0.917 4.565  0.00
H: 4.781 -0.467 0.473  0.00
H: 6.218 -1.551 -1.045  0.00
H: 6.752 -2.391 -3.300  0.00
H: 5.167 -2.014 -5.149  0.00
H: 3.074 -0.765 -4.771  0.00
C: -4.108 -7.124 1.279  0.01
O: -3.986 -6.039 0.401  0.02
C: -3.073 -6.133 -0.620  0.16
C: -2.336 -7.272 -0.935  -0.09
C: -1.482 -7.273 -2.015  0.19
C: -1.313 -6.131 -2.822  -0.05
C: -2.072 -4.981 -2.482  0.18
C: -2.925 -4.990 -1.412  -0.07
N: -0.474 -6.203 -3.874  0.49
N: -0.335 -5.204 -4.675  0.62
C: 0.052 -3.971 -4.376  -0.04
C: -0.457 -2.902 -5.154  0.28
C: -0.482 -1.628 -4.638  -0.14
C: 0.097 -1.358 -3.389  0.31
O: -0.069 -0.228 -2.736  0.11
C: 0.866 -2.373 -2.735  -0.02
N: 1.525 -1.955 -1.628  0.03
C: 2.098 -2.952 -0.803  -0.02
C: 2.307 -4.293 -1.428  0.05
C: 1.646 -4.647 -2.537  -0.03
C: 0.844 -3.684 -3.221  0.07
H: -4.871 -6.840 2.003  0.00
H: -3.167 -7.324 1.803  0.00
H: -4.432 -8.031 0.756  0.00
H: -2.440 -8.174 -0.349  0.00
H: -0.921 -8.161 -2.262  0.00
H: -1.986 -4.086 -3.081  0.02
H: -3.510 -4.117 -1.168  0.00
H: -0.957 -3.138 -6.080  0.01
H: -1.016 -0.838 -5.148  0.00
H: 3.029 -2.595 -0.331  0.00
H: 2.970 -4.963 -0.903  0.00
H: 1.767 -5.631 -2.968  0.00
C: -2.826 1.506 -2.555  0.01
C: -1.426 2.012 -2.163  -0.01
C: -1.439 3.529 -1.886  0.00
O: -0.938 1.276 -1.075  0.11
H: -3.213 2.078 -3.399  0.00
H: -3.515 1.598 -1.718  0.00
H: -2.750 0.454 -2.828  0.00
H: -0.772 1.859 -3.043  0.00
H: -2.263 3.800 -1.236  0.00
H: -1.529 4.073 -2.827  0.00
H: -0.512 3.828 -1.401  0.00
C: 3.350 5.401 -4.248  0.00
N: 2.160 4.651 -3.890  0.00
N: 2.109 4.158 -2.580  0.00
C: 1.653 2.845 -2.594  0.02
O: 1.396 2.224 -1.518  0.04
C: 1.480 2.493 -3.950  -0.02
C: 1.807 3.577 -4.717  0.00
C: 1.767 3.744 -6.191  0.00
C: 2.197 4.984 -1.465  0.00
C: 2.556 4.445 -0.223  0.00
C: 2.665 5.264 0.880  0.00
C: 2.448 6.633 0.772  0.00
C: 2.078 7.167 -0.452  0.00
C: 1.938 6.357 -1.562  0.00
H: 3.609 6.075 -3.436  0.00
H: 3.130 5.983 -5.141  0.00
H: 4.203 4.743 -4.447  0.00
H: 1.143 1.529 -4.281  0.00
H: 1.290 2.877 -6.639  0.00
H: 2.769 3.838 -6.614  0.00
H: 1.198 4.636 -6.455  0.00
H: 2.715 3.380 -0.136  0.00
H: 2.933 4.834 1.834  0.00
H: 2.552 7.271 1.637  0.00
H: 1.889 8.228 -0.543  0.00
H: 1.592 6.773 -2.496  0.00
C: -6.665 2.932 4.629  0.00
C: -5.383 2.450 4.016  0.00
C: -4.513 1.619 4.698  0.00
C: -3.370 1.110 4.100  0.00
C: -2.500 0.218 4.927  0.00
C: -3.038 1.416 2.774  0.00
Te: -1.623 0.125 1.514  0.00
N: -0.098 -1.280 0.142  0.00
C: 0.083 -2.486 0.508  0.05
O: 1.206 -3.207 0.366  0.02
C: -0.924 -3.271 1.259  0.01
C: -2.277 -2.977 1.141  0.00
C: -3.198 -3.599 1.968  0.00
C: -2.777 -4.527 2.904  0.00
C: -1.436 -4.875 2.975  0.00
C: -0.512 -4.257 2.155  0.01
C: 1.476 -0.183 2.243  -0.01
C: 3.635 0.841 2.185  0.00
C: 4.163 0.477 3.376  0.00
C: 3.879 -0.783 3.988  0.00
C: 2.779 -1.554 3.799  0.00
C: 1.524 -1.091 3.242  0.01
C: 0.305 -1.559 3.978  -0.01
C: -3.886 2.319 2.116  0.00
C: -3.606 2.850 0.744  0.00
C: -5.028 2.816 2.732  0.00
H: -6.825 2.469 5.600  0.00
H: -7.507 2.686 3.983  0.00
H: -6.650 4.013 4.761  0.00
H: -4.741 1.340 5.717  0.00
H: -2.923 0.073 5.917  0.00
H: -1.520 0.678 5.029  0.00
H: -2.402 -0.746 4.432  0.00
H: -2.595 -2.292 0.367  0.01
H: -4.245 -3.348 1.891  0.00
H: -3.496 -4.983 3.571  0.00
H: -1.115 -5.618 3.691  0.00
H: 0.535 -4.510 2.214  0.00
H: 3.990 1.722 1.653  0.00
H: 4.888 1.128 3.848  0.00
H: 4.642 -1.149 4.668  0.00
H: 2.738 -2.496 4.334  0.00
H: 0.586 -2.083 4.890  0.00
H: -0.279 -2.235 3.357  0.00
H: -0.322 -0.716 4.237  0.00
H: -2.861 2.235 0.248  0.00
H: -3.221 3.865 0.840  0.00
H: -4.521 2.886 0.152  0.00
H: -5.669 3.491 2.179  0.00